(1)
Here is a cluster of 5 separate species, C12H29Cl2NO7 in total at a distorted geometry from the OMol25 dataset. Energies are from ωB97M-V/def2-TZVPD.

E, eV: -53774.28849
Orbital gap, eV: 8.95
Max |F|, eV/Å: 9.90

The geometry in ORCA input format:
```
! wB97M-V def2-TZVPD RIJCOSX def2/J DEFGRID3
* xyz 0 1
C 5.79743 1.87480 -1.06104
C 4.38370 1.56350 -0.22908
C 3.60839 0.24732 -0.84642
Cl 3.62981 -1.16237 0.37627
C 2.05892 0.58997 -1.37318
C 2.22216 1.82277 -2.44956
N 1.08841 1.95568 -3.44165
C 1.15737 1.04028 -0.03854
C -0.27834 1.71059 -0.48358
O -1.30451 0.99545 -1.01682
Cl -0.56076 3.56533 -0.29441
O 1.36552 -0.60358 -1.91792
C 2.04352 -1.13194 -3.11082
O 1.35362 -1.98438 -3.91769
H 5.77983 1.43821 -2.15881
H 5.95819 3.03729 -1.13880
H 6.68148 1.38471 -0.43516
H 3.75416 2.54972 -0.23490
H 4.71771 1.33891 0.88368
H 4.27246 -0.11493 -1.76738
H 2.22191 2.83068 -1.81036
H 3.25950 1.81198 -3.03312
H 0.42821 2.67147 -3.04272
H 1.52607 2.43663 -4.28246
H 0.88535 0.00917 0.49382
H 1.76890 1.66845 0.73612
H 3.11949 -0.84087 -3.46881
C -2.51913 2.44011 2.88825
O -1.68672 3.49410 3.33598
H -2.15492 2.08601 1.92107
H -2.48887 1.61941 3.60922
H -3.54323 2.80498 2.77821
H -2.03420 3.78751 4.19535
C -3.18664 -1.47782 3.78886
O -2.98827 -0.44515 4.73675
H -3.20881 -1.04160 2.78752
H -2.36493 -2.19540 3.85321
H -4.13767 -1.97803 3.98724
H -2.97306 -0.86219 5.61492
C -1.20490 -3.16215 -1.26300
O -1.13929 -2.97289 -2.66447
H -2.24939 -3.29240 -0.97051
H -0.63777 -4.05493 -0.98810
H -0.79341 -2.28578 -0.75637
H -0.20126 -2.86024 -2.89416
C -5.43810 -3.09563 0.73192
O -4.52445 -3.77490 1.57340
H -5.54458 -2.06591 1.08090
H -5.05845 -3.09333 -0.29284
H -6.40999 -3.59359 0.77061
H -4.45045 -4.68502 1.23940
*
```



(2)
Here is a structure of composition C43H33CaN8OSSe at a distorted geometry from the OMol25 dataset. Energies are from ωB97M-V/def2-TZVPD.

E, eV: -153721.87415
Orbital gap, eV: 4.08
Relative energy (zero: lowest compared OMol25 entry of this formula, charge and spin), kcal/mol: 48.2
Max |F|, eV/Å: 1.49

The geometry in ORCA input format:
```
! wB97M-V def2-TZVPD RIJCOSX def2/J DEFGRID3
* xyz -1 1
Ca 1.10253 0.61644 -1.39228
C 2.64713 -4.14918 3.17995
C 2.57652 -3.10790 4.10342
C 2.23444 -1.81907 3.71052
C 2.00846 -1.58929 2.36701
C 1.63219 -0.37888 1.60316
N 1.56538 -0.74892 0.28108
C 1.72279 -2.06082 0.12906
N 1.47885 -2.81401 -0.95944
C 0.78842 -2.44305 -2.02870
C 0.14284 -3.41151 -2.94783
C 0.13009 -4.79097 -2.97454
C -0.64330 -5.41283 -3.94909
C -1.39481 -4.66500 -4.85379
C -1.39398 -3.27461 -4.81021
C -0.60871 -2.66084 -3.85511
C -0.41167 -1.23992 -3.48625
N -1.05162 -0.23366 -4.05652
C -1.10851 1.03965 -3.59995
N -0.60556 1.53010 -2.47096
C -0.97375 2.83330 -2.25549
N -0.76601 3.55883 -1.17311
C -0.17004 3.18227 -0.02184
N 0.49762 2.02335 0.21522
C 0.81156 1.87744 1.51505
N 1.35441 0.78894 2.12608
C 0.37394 3.07718 2.20532
C 0.42863 3.46638 3.54252
C -0.11227 4.68763 3.89155
C -0.71532 5.51384 2.92700
C -0.79029 5.13081 1.60290
C -0.23675 3.90444 1.23544
C -1.75983 3.24652 -3.42543
C -2.38039 4.43868 -3.76907
C -3.08114 4.49058 -4.96474
C -3.17129 3.37211 -5.79886
C -2.56074 2.17564 -5.45414
C -1.85046 2.12332 -4.26485
N 0.47326 -1.20534 -2.46566
C 2.07421 -2.63862 1.44300
C 2.37833 -3.92790 1.83481
H 2.89160 -5.14791 3.52097
H 2.76254 -3.31370 5.15049
H 2.14247 -1.01649 4.43089
H 0.69316 -5.35934 -2.24567
H -0.67545 -6.49422 -3.99634
H -2.00053 -5.17639 -5.59164
H -1.99634 -2.68589 -5.48969
H 0.87700 2.81157 4.27916
H -0.08362 5.01199 4.92455
H -1.13842 6.46219 3.23559
H -1.27373 5.75618 0.86290
H -2.31974 5.29681 -3.11188
H -3.57449 5.41002 -5.25555
H -3.73280 3.44159 -6.72228
H -2.63445 1.29839 -6.08394
H 2.39539 -4.73111 1.10944
C -0.51694 -2.57596 5.86436
C -0.86566 -2.36198 4.41423
C -0.80649 -3.40209 3.49764
C -1.11243 -3.22405 2.15182
C -1.02098 -4.39626 1.21654
C -1.50734 -1.95648 1.68533
Se -1.99494 -1.66030 -0.12938
C -1.58311 -0.89587 2.61469
C -2.05079 0.46602 2.19091
C -1.25307 -1.11348 3.94742
H 0.05132 -3.49915 5.99613
H -1.41149 -2.64568 6.49035
H 0.08701 -1.75011 6.24957
H -0.49079 -4.38592 3.83669
H -0.58150 -5.25902 1.72459
H -0.41700 -4.14008 0.34253
H -2.00742 -4.66748 0.83306
H -1.54961 0.78026 1.27627
H -1.87228 1.20233 2.97877
H -3.11609 0.44660 1.94695
H -1.30110 -0.27767 4.64221
C 2.61306 3.97002 -2.59479
S 3.84412 2.73865 -2.16180
C 3.89247 3.08372 -0.40177
O 3.15400 1.41167 -2.30190
H 3.05927 4.96133 -2.52016
H 1.75034 3.88231 -1.93079
H 2.31849 3.76991 -3.62362
H 4.25501 4.09964 -0.24725
H 4.57781 2.36889 0.04945
H 2.88839 2.96145 0.00979
*
```



(3)
Here is a cluster of 14 separate species, C96H105N9O17 in total at a distorted geometry from the OMol25 dataset. Energies are from ωB97M-V/def2-TZVPD.

E, eV: -149470.83319
Orbital gap, eV: 7.09
Max |F|, eV/Å: 7.15

The geometry in ORCA input format:
```
! wB97M-V def2-TZVPD RIJCOSX def2/J DEFGRID3
* xyz 0 1
C 8.23662 -3.85609 4.47700
C 9.25333 -4.84468 3.95686
N 10.49849 -4.13886 3.66277
C 11.58477 -5.15905 3.33910
C 11.90752 -5.93811 4.63897
C 10.27021 -3.22784 2.53226
C 9.68642 -3.85344 1.24986
H 8.19908 -2.80905 4.17632
H 8.46407 -3.81184 5.54209
H 7.22207 -4.23372 4.34980
H 9.26805 -5.75123 4.56189
H 8.75542 -5.23979 3.07138
H 11.16245 -5.77246 2.54321
H 12.55002 -4.78625 2.99644
H 11.22602 -6.78426 4.72660
H 12.87944 -6.38662 4.43325
H 11.96208 -5.25412 5.48590
H 11.28399 -2.87116 2.35021
H 9.62475 -2.37948 2.75976
H 10.08573 -4.86518 1.17895
H 10.15075 -3.35795 0.39722
H 8.60013 -3.89687 1.17128
C -0.55394 4.22364 -5.48183
C -1.27027 5.24529 -6.36168
N -0.59393 6.57230 -6.61180
C 0.67448 6.35115 -7.28874
C 1.50558 7.55172 -7.13898
C -1.50340 7.37787 -7.44149
C -2.84417 7.85159 -6.83499
H -1.23755 3.44024 -5.15464
H -0.21881 4.65578 -4.53895
H 0.38396 3.86335 -5.90447
H -1.25536 4.66070 -7.28154
H -2.26741 5.41042 -5.95356
H 1.17482 5.46943 -6.88836
H 0.67425 6.09842 -8.34904
H 1.05407 8.49102 -7.45828
H 1.79762 7.72157 -6.10265
H 2.39357 7.33518 -7.73286
H -1.65892 6.92409 -8.42026
H -0.99149 8.28195 -7.77115
H -2.64764 8.36771 -5.89526
H -3.61664 7.10982 -6.63207
H -3.26508 8.54200 -7.56593
O 12.42260 -2.71798 -7.61113
C 11.65275 -3.48457 -7.11462
N 11.06455 -4.37088 -7.90602
C 11.22320 -3.21942 -5.64396
H 11.43338 -4.41288 -8.84533
H 10.20755 -4.79015 -7.57459
H 12.14436 -3.30722 -5.06790
H 10.51683 -4.02878 -5.45931
H 10.80431 -2.23041 -5.45825
O -2.88224 6.06403 4.80518
C -3.89775 6.26922 4.19985
N -4.19072 5.47142 3.14806
C -5.07010 7.22842 4.63632
H -3.53303 4.74210 2.91218
H -4.86511 5.85236 2.49987
H -4.95867 8.22189 4.20194
H -5.14667 7.29916 5.72132
H -6.01427 6.77646 4.33238
O -2.19530 -6.43605 -0.19632
C -3.12511 -5.82304 -0.80064
N -3.56266 -4.71386 -0.28685
C -3.47103 -6.10418 -2.28852
H -3.09677 -4.44332 0.56746
H -4.04006 -4.10206 -0.93329
H -2.78429 -5.47477 -2.85450
H -4.49526 -5.80418 -2.50999
H -3.30226 -7.14927 -2.54811
O 2.41996 9.20649 7.55272
C 1.99695 8.37208 6.78647
N 0.89376 7.78143 7.02744
C 2.63934 8.00706 5.44342
H 0.53133 7.78458 7.97017
H 0.24914 7.48449 6.30884
H 2.55765 8.74503 4.64542
H 2.18451 7.16077 4.92863
H 3.66720 7.68060 5.60164
O 6.08067 -1.29241 -6.79133
C 5.76325 -0.22028 -7.35907
N 6.38731 0.03618 -8.44458
C 4.73923 0.67375 -6.79452
H 7.03443 -0.65669 -8.79283
H 6.48972 1.02667 -8.61351
H 5.14518 1.24280 -5.95815
H 3.77489 0.20600 -6.59614
H 4.64462 1.41877 -7.58451
O -5.67052 -2.31010 -3.81054
C -5.35410 -1.74071 -4.85883
N -4.13917 -1.90595 -5.40879
C -6.26357 -0.85503 -5.68621
H -3.98805 -1.34047 -6.23189
H -3.43658 -2.49338 -4.98291
H -6.23194 -1.01579 -6.76383
H -5.94236 0.16792 -5.48996
H -7.22678 -1.13850 -5.26199
O 14.13127 1.69535 2.83795
C 13.75334 2.05496 1.77275
N 12.47035 2.15851 1.64333
C 14.63318 2.24908 0.58017
H 12.01394 2.40594 0.77698
H 11.85718 1.99593 2.42927
H 14.08780 2.42205 -0.34760
H 15.19471 1.33046 0.41007
H 15.38748 3.03413 0.52690
C 4.00643 -6.34564 -10.25872
C 2.72030 -5.61873 -10.17434
C 2.24871 -5.28469 -8.90137
C 3.00987 -5.39969 -7.73854
C 4.30668 -6.05054 -7.79186
C 4.73951 -6.53423 -9.08874
C 5.15774 -6.30678 -6.63393
O 6.28941 -6.80634 -6.62793
C 4.58071 -5.84464 -5.36050
C 5.26525 -6.12215 -4.16751
C 4.81400 -5.73104 -2.91297
C 3.71722 -4.95959 -2.81303
C 2.96932 -4.69163 -4.00385
C 3.34986 -5.09781 -5.22978
C 2.40022 -4.94214 -6.39144
O 1.30071 -4.33845 -6.30569
H 4.46353 -6.59623 -11.20457
H 2.07655 -5.34804 -10.99818
H 1.27348 -4.82221 -8.86371
H 5.66488 -7.08883 -9.13871
H 6.18470 -6.68156 -4.25731
H 5.26211 -5.98234 -1.96300
H 3.38627 -4.55517 -1.86788
H 2.12770 -4.07612 -3.72241
C -0.18952 -4.61730 11.08803
C 0.54189 -4.10509 12.16183
C 0.61090 -2.77475 12.24188
C 0.02499 -1.96329 11.28116
C -0.78060 -2.50940 10.26479
C -0.89056 -3.84436 10.16671
C -1.58329 -1.60872 9.34620
O -2.15992 -2.06083 8.36299
C -1.63101 -0.19835 9.61799
C -2.55967 0.59008 8.87790
C -2.81626 1.94635 9.26963
C -2.04475 2.45996 10.35108
C -1.10175 1.73091 10.98639
C -0.85002 0.38518 10.64258
C 0.22577 -0.47605 11.33183
O 0.93986 0.03989 12.17051
H -0.35019 -5.67519 10.94161
H 1.01067 -4.69814 12.93315
H 1.26856 -2.33476 12.97692
H -1.41826 -4.29706 9.34026
H -3.02059 0.22204 7.97320
H -3.57501 2.48756 8.72394
H -2.30853 3.45139 10.68856
H -0.68280 2.13334 11.89685
C 5.73639 0.29612 -0.78507
C 6.00797 1.05648 0.28558
C 4.96248 1.59129 1.02660
C 3.68611 1.38311 0.61916
C 3.38473 0.66226 -0.57768
C 4.44642 0.06510 -1.25589
C 1.93657 0.48319 -1.07947
O 1.66848 0.09774 -2.23471
C 0.83271 0.77276 -0.14544
C -0.47207 0.42716 -0.50424
C -1.41670 0.44387 0.52952
C -1.12190 0.89561 1.80885
C 0.14927 1.39956 2.13825
C 1.12619 1.36635 1.10699
C 2.53476 1.88537 1.41727
O 2.76497 2.54006 2.46147
H 6.55282 -0.06785 -1.39117
H 6.99909 1.13838 0.70675
H 5.19504 2.12120 1.93848
H 4.30901 -0.43933 -2.20093
H -0.70882 0.12402 -1.51343
H -2.35672 -0.06115 0.36295
H -1.84604 0.99717 2.60365
H 0.35770 1.76502 3.13294
C -7.91974 2.75619 -1.77717
C -7.63416 3.63273 -2.80435
C -8.65916 4.06822 -3.62963
C -9.93920 3.50749 -3.51602
C -10.20411 2.54803 -2.48898
C -9.18361 2.23140 -1.60548
C -11.55649 2.02159 -2.30508
O -11.81061 1.12888 -1.56936
C -12.73581 2.69018 -3.03616
C -14.12051 2.46131 -2.73914
C -15.13283 3.23566 -3.41284
C -14.75286 4.21127 -4.40465
C -13.45387 4.33473 -4.74749
C -12.39189 3.64719 -4.09423
C -11.01067 3.89769 -4.49836
O -10.68447 4.46194 -5.51653
H -7.20540 2.59004 -0.98438
H -6.65706 4.04863 -3.00112
H -8.42379 4.85934 -4.32614
H -9.36543 1.66394 -0.70473
H -14.44768 1.70827 -2.03751
H -16.16554 3.04537 -3.16043
H -15.46540 4.87884 -4.86621
H -13.32058 5.10054 -5.49728
C -9.65729 -3.55534 2.30778
C -10.64073 -4.25192 3.02250
C -10.85536 -3.91951 4.35183
C -10.33304 -2.68619 4.87049
C -9.39830 -1.94517 4.08865
C -9.03654 -2.47101 2.83092
C -8.62093 -0.77783 4.64690
O -7.75452 -0.17141 3.99791
C -9.05544 -0.39833 6.05689
C -8.41560 0.65079 6.61101
C -8.73124 1.04895 7.92292
C -9.71959 0.46972 8.62570
C -10.43810 -0.59630 8.07780
C -10.07921 -1.06769 6.83051
C -10.73556 -2.27458 6.29540
O -11.65132 -2.92152 6.86371
H -9.36603 -3.79806 1.29651
H -11.14585 -5.07741 2.54309
H -11.43832 -4.69800 4.82142
H -8.26529 -1.97840 2.25743
H -7.56727 1.08544 6.10325
H -8.20848 1.91297 8.30581
H -10.05408 0.84980 9.57968
H -11.21325 -1.17177 8.56191
*
```